# 1
88
Properties=species:S:1:pos:R:3 method="wB97M-V/def2-TZVPD" homo_lumo_gap_ev=6.763 e_homo_ha=-0.2734 largest_force_ha_per_bohr=0.027 lumo_energy_ev=-0.676 e_above_lowest_kj_mol=69.1 total_energy_ev=-217074.885
Tl 0.1067 -0.4932 1.4859
O 1.6489 -2.1103 5.0843
C 1.3926 -2.0926 3.9014
N 0.1651 -1.9631 3.3225
C -0.9677 -2.4371 3.8833
O -1.0708 -3.0832 4.9063
C -2.2015 -2.1882 3.0400
C -3.4282 -2.6076 3.5389
C -4.5746 -2.3666 2.8042
C -4.4522 -1.7478 1.5705
C -3.1895 -1.3791 1.1370
N -2.1008 -1.5835 1.8599
C 2.4930 -2.2261 2.8748
C 3.7283 -2.7181 3.2866
C 4.7226 -2.8991 2.3423
C 4.4540 -2.5600 1.0256
C 3.2006 -2.0604 0.7097
N 2.2401 -1.9069 1.6070
H -3.4473 -3.0897 4.5010
H -5.5412 -2.6537 3.1865
H -5.3148 -1.5436 0.9578
H -3.0484 -0.9065 0.1753
H 3.8687 -2.9542 4.3307
H 5.6857 -3.2973 2.6269
H 5.1986 -2.6817 0.2552
H 2.9512 -1.7695 -0.3004
C 0.7046 1.4961 -6.1096
C -0.5474 1.9152 -5.3245
C -1.7979 1.6842 -6.1836
C -0.4268 3.4089 -5.0025
C -0.6606 1.0785 -4.0604
C -0.9825 1.6240 -2.8321
C -1.0035 0.8107 -1.7167
Br -1.5824 1.6258 -0.0588
C -0.6601 -0.5511 -1.7036
O -0.5287 -1.2516 -0.6198
C -0.5056 -1.1284 -3.0029
C -0.4940 -0.3066 -4.1097
C -0.4403 -2.6451 -3.1296
C 0.8170 -3.1824 -2.4365
C -1.6826 -3.2289 -2.4401
C -0.4323 -3.1209 -4.5876
H 0.8531 2.1523 -6.9648
H 0.6187 0.4784 -6.4788
H 1.5847 1.5558 -5.4729
H -1.7290 2.2442 -7.1134
H -2.6907 2.0063 -5.6523
H -1.9117 0.6295 -6.4202
H -0.1950 3.9670 -5.9069
H 0.3711 3.5820 -4.2838
H -1.3552 3.8042 -4.5981
H -1.2276 2.6665 -2.7132
H -0.3484 -0.7601 -5.0746
H 0.8023 -2.9084 -1.3852
H 1.7122 -2.7740 -2.9036
H 0.8462 -4.2676 -2.5146
H -1.6546 -2.9967 -1.3789
H -1.7054 -4.3099 -2.5602
H -2.5892 -2.8069 -2.8721
H 0.4620 -2.7892 -5.1123
H -1.3136 -2.7752 -5.1249
H -0.4391 -4.2090 -4.6022
Br -4.8360 2.5229 5.0220
C -3.5818 3.5971 4.1042
C -3.8573 4.9435 3.9322
C -2.9647 5.7482 3.2483
C -1.7976 5.2057 2.7344
C -1.5184 3.8628 2.9176
C -2.4050 3.0499 3.6061
I -1.9720 0.9931 3.8957
H -4.7718 5.3523 4.3342
H -3.1898 6.7954 3.1183
H -1.1035 5.8290 2.1920
H -0.6064 3.4422 2.5248
Cl 1.3735 1.5638 4.3444
C 2.8541 1.2643 3.5233
C 4.0063 1.0926 4.2644
C 5.1874 0.7801 3.6163
C 5.2018 0.6322 2.2384
C 4.0512 0.8256 1.5037
C 2.8434 1.1565 2.1254
C 1.6282 1.3728 1.3576
H 3.9775 1.1893 5.3385
H 6.0901 0.6378 4.1861
H 6.1207 0.3651 1.7393
H 4.0694 0.7259 0.4285
H 1.8068 1.4819 0.2930
H 1.0070 2.1714 1.7488

# 2
82
Properties=species:S:1:pos:R:3 method="wB97M-V/def2-TZVPD" total_charge=+2 homo_lumo_gap_ev="6.683 / 3.443" e_homo_ha="-0.4746 / -0.5106" largest_force_ha_per_bohr=0.079 lumo_energy_ev="-6.231 / -10.451" e_above_lowest_kj_mol=78.6 multiplicity=6 total_energy_ev=-108577.125
Fe -0.1619 0.1691 -0.0226
Cl -1.4292 1.8242 0.3189
P 1.5509 1.3479 -1.1393
P -1.7564 -1.4464 0.6619
C 2.6634 2.2169 0.0183
C 0.8666 2.6885 -2.1468
C 2.6495 0.4388 -2.2354
C -1.3576 -3.2014 0.5781
C -2.2425 -1.1412 2.4039
C -3.3091 -1.2315 -0.2451
C 4.0521 2.0412 0.0142
C 4.8551 2.7616 0.8900
C 4.2946 3.6765 1.7686
C 2.9152 3.8669 1.7740
C 2.1091 3.1399 0.9124
H 4.5094 1.3417 -0.6835
H 5.9360 2.6080 0.8692
H 4.9279 4.2544 2.4472
H 2.4613 4.5932 2.4537
H 1.0251 3.3000 0.9135
C 3.3168 -0.7015 -1.7635
C 4.1883 -1.4131 -2.5821
C 4.4030 -0.9950 -3.8927
C 3.7476 0.1309 -4.3810
C 2.8806 0.8420 -3.5558
H 3.1500 -1.0358 -0.7414
H 4.6950 -2.3027 -2.1896
H 5.0887 -1.5495 -4.5297
H 3.9163 0.4689 -5.4082
H 2.3693 1.7189 -3.9446
C 1.5399 3.9059 -2.2935
C 1.0205 4.9197 -3.0940
C -0.1914 4.7324 -3.7580
C -0.8832 3.5312 -3.6078
C -0.3607 2.5245 -2.8043
H 2.4815 4.0778 -1.7738
H 1.5694 5.8598 -3.2074
H -0.6039 5.5190 -4.3977
H -1.8484 3.3685 -4.1076
H -0.9161 1.5939 -2.6929
C -3.2988 -0.2830 2.7002
C -3.7143 -0.0882 4.0036
C -3.0514 -0.7103 5.0530
C -1.9708 -1.5436 4.7802
C -1.5680 -1.7699 3.4636
H -3.8106 0.2454 1.9005
H -4.5649 0.5502 4.2063
H -3.3749 -0.5672 6.0910
H -1.4333 -2.0497 5.5943
H -0.7169 -2.4334 3.2587
C -0.0176 -3.6228 0.5570
C 0.3021 -4.9762 0.4940
C -0.7152 -5.9392 0.4515
C -2.0499 -5.5278 0.4734
C -2.3638 -4.1719 0.5317
H 0.7929 -2.8876 0.5757
H 1.3601 -5.2877 0.4638
H -0.4604 -7.0045 0.4013
H -2.8518 -6.2617 0.4451
H -3.4014 -3.8836 0.5260
C -4.4984 -1.7953 0.2415
C -5.6902 -1.6791 -0.4769
C -5.7166 -0.9492 -1.6670
C -4.5521 -0.3452 -2.1292
C -3.3687 -0.4806 -1.4203
H -4.5203 -2.3151 1.2097
H -6.5892 -2.1780 -0.0977
H -6.6514 -0.8603 -2.2273
H -4.5668 0.2544 -3.0406
H -2.4783 0.0280 -1.7843
H 0.6692 -1.1027 -0.5961
H -0.3966 -0.3737 -1.4674
C 2.5742 -0.7255 3.2858
C 1.4687 0.2096 2.9944
C 0.9837 1.2113 3.9641
O 0.9388 0.1344 1.9058
H 2.9203 -0.5064 4.3014
H 3.3903 -0.5760 2.5748
H 2.2268 -1.7590 3.2274
H 1.0998 2.2057 3.5436
H -0.0662 1.0337 4.1822
H 1.5890 1.1104 4.8675

# 3
90
Properties=species:S:1:pos:R:3 method="wB97M-V/def2-TZVPD" total_charge=-2 homo_lumo_gap_ev=6.186 e_homo_ha=-0.0934 largest_force_ha_per_bohr=0.023 lumo_energy_ev=3.644 e_above_lowest_kj_mol=27.0 total_energy_ev=-62389.876
Rb -0.2981 -0.2377 -0.8710
O -7.7525 -3.3392 -0.6086
C -7.5554 -2.1175 -0.7822
O -8.3500 -1.1547 -0.7276
C -6.0644 -1.7144 -0.8859
C -5.0652 -2.6739 -0.9150
C -3.7371 -2.2758 -1.0258
N -3.3782 -0.9944 -1.0929
C -4.3318 -0.0700 -1.0681
C -5.6841 -0.3859 -0.9691
C -3.8789 1.3503 -1.1984
C -4.6019 2.3921 -0.6199
C -4.1780 3.6934 -0.8174
C -3.0463 3.9282 -1.5838
C -2.3749 2.8310 -2.1018
N -2.7705 1.5748 -1.9119
C -2.6063 -3.2562 -1.1021
C -2.7435 -4.6036 -0.7817
C -1.6304 -5.4273 -0.8594
C -0.4109 -4.8993 -1.2554
C -0.3734 -3.5492 -1.5676
N -1.4335 -2.7574 -1.4942
H -5.3678 -3.7115 -0.8675
H -6.4616 0.3665 -0.9859
H -5.4673 2.1763 -0.0090
H -4.7213 4.5172 -0.3692
H -2.6857 4.9313 -1.7685
H -1.4690 2.9561 -2.6900
H -3.6961 -5.0017 -0.4598
H -1.7148 -6.4760 -0.6006
H 0.4829 -5.5056 -1.3074
H 0.5469 -3.0720 -1.8973
C 1.4459 3.5308 -0.4095
C 1.9150 2.3273 0.4160
C 3.3265 1.9042 0.1038
C 4.3596 2.2151 0.9723
C 5.6657 1.8229 0.7037
C 5.9169 1.0718 -0.4315
C 4.9034 0.7232 -1.3246
C 5.2281 -0.2249 -2.4654
C 5.9033 -1.5149 -1.9849
C 3.5940 1.1878 -1.0836
N 2.5143 0.8925 -1.9092
C 2.5629 1.0959 -3.1781
C 1.5747 0.6913 -4.1182
C 1.6432 0.8809 -5.5170
C 0.4997 0.2823 -6.0379
C -0.1986 -0.2327 -4.9177
N 0.4359 0.0086 -3.7700
H 0.3994 3.7651 -0.1939
H 1.5361 3.3195 -1.4766
H 2.0503 4.4137 -0.1825
H 1.2427 1.4923 0.2303
H 1.8421 2.5696 1.4784
H 4.1364 2.7707 1.8782
H 6.4681 2.0730 1.3878
H 6.9271 0.7241 -0.6226
H 5.8729 0.2750 -3.1950
H 4.3162 -0.4929 -2.9903
H 6.9020 -1.3283 -1.5837
H 5.9997 -2.2276 -2.8077
H 5.3063 -1.9795 -1.1962
H 3.4231 1.6287 -3.6100
H 2.4359 1.3847 -6.0549
H 0.2001 0.2179 -7.0749
H -1.1499 -0.7533 -4.9227
C -1.4819 -1.6085 5.2708
C -0.7954 -0.2476 5.3751
C 0.2397 -0.0224 4.2705
C 1.0041 1.3174 4.4732
C 0.1375 2.5669 4.6170
C 1.3221 -1.0861 4.3798
O 1.8640 -1.3542 5.4436
N 1.6898 -1.6811 3.2195
C 1.1295 -1.4351 1.9340
O 1.6736 -2.0109 0.9934
N 0.0624 -0.6329 1.8318
C -0.4669 0.0068 2.8992
O -1.4880 0.6859 2.8149
H -2.2246 -1.7312 6.0614
H -0.7584 -2.4232 5.3607
H -1.9947 -1.7059 4.3107
H -0.2933 -0.1485 6.3398
H -1.5432 0.5394 5.2861
H 1.6880 1.4435 3.6262
H 1.6237 1.1890 5.3626
H -0.6345 2.5981 3.8484
H 0.7590 3.4617 4.5272
H -0.3523 2.5990 5.5933
H 2.4601 -2.3292 3.2437